DFT (wB97M-V/def2-TZVPD) results for one molecule with the formula C23H28F3NO6.

Last column: natural (NBO) charge in e.
Element x y z (Å)
1 C 0.0123 -3.1562 2.5891  -0.2514
2 H -0.9500 -2.7081 2.3184  0.1798
3 O 1.0688 -2.2601 2.3527  -0.5409
4 C 0.8780 -1.0250 3.0030  -0.0909
5 C 2.0581 -0.1138 2.6932  -0.0788
6 H 1.9593 0.8096 3.2784  0.1804
7 O 2.0530 0.1717 1.3081  -0.5116
8 C 3.1412 0.7911 0.7754  0.2867
9 C 4.1197 1.4420 1.5117  -0.2940
10 C 5.1843 2.0602 0.8765  -0.1721
11 C 5.2692 2.0308 -0.5048  -0.1611
12 C 4.3064 1.3754 -1.2644  -0.2163
13 C 3.2432 0.7518 -0.6333  0.1822
14 N 2.2483 0.0565 -1.3167  -0.6296
15 C 2.2015 -0.2492 -2.6371  0.6625
16 O 3.0271 0.0509 -3.4652  -0.5915
17 C 0.9743 -1.0869 -3.0166  -0.1721
18 H 1.2634 -2.1409 -3.0388  0.2184
19 H 0.6550 -0.7720 -4.0154  0.2322
20 O -0.1043 -0.9880 -2.0991  -0.5249
21 C -0.9272 0.0675 -2.2577  0.8235
22 O -0.7562 0.9121 -3.0928  -0.5778
23 C -2.0992 0.0102 -1.2943  -0.1494
24 C -1.6199 -0.2407 0.1379  -0.4261
25 H -1.0602 -1.1748 0.1965  0.2299
26 H -0.9664 0.5692 0.4688  0.2221
27 C -2.8318 -0.3182 1.0705  0.2719
28 C -3.6127 0.9982 1.0064  -0.4233
29 C -4.0881 1.2421 -0.4254  -0.2259
30 C -4.9970 0.0951 -0.8660  -0.3920
31 C -4.2197 -1.2191 -0.8036  -0.2252
32 C -3.7446 -1.4674 0.6269  -0.4231
33 H -4.6031 -1.5358 1.3012  0.2028
34 H -3.1949 -2.4094 0.6874  0.2127
35 C -3.0109 -1.1465 -1.7350  -0.3879
36 H -3.3416 -0.9809 -2.7625  0.2158
37 H -2.4532 -2.0844 -1.7024  0.2179
38 H -4.8670 -2.0445 -1.1185  0.2175
39 H -5.8731 0.0408 -0.2160  0.2055
40 H -5.3471 0.2708 -1.8846  0.2098
41 C -2.8803 1.3247 -1.3556  -0.3898
42 H -3.2016 1.5093 -2.3815  0.2258
43 H -2.2299 2.1505 -1.0621  0.2178
44 H -4.6424 2.1853 -0.4663  0.2182
45 H -4.4708 0.9491 1.6833  0.2005
46 H -2.9692 1.8157 1.3383  0.2151
47 O -2.3312 -0.5491 2.3809  -0.7342
48 H -3.0728 -0.5497 2.9966  0.4714
49 H 1.5262 -0.3239 -0.7144  0.4305
50 H 4.3824 1.3414 -2.3389  0.2705
51 C 6.4336 2.6700 -1.2025  0.9759
52 F 6.0959 3.2563 -2.3593  -0.3210
53 F 7.0312 3.6172 -0.4590  -0.3279
54 F 7.3993 1.7770 -1.5030  -0.3280
55 H 5.9383 2.5659 1.4585  0.2296
56 H 4.0624 1.4784 2.5871  0.2237
57 H 2.9912 -0.6231 2.9618  0.1898
58 H 0.8260 -1.1712 4.0936  0.1676
59 H -0.0602 -0.5628 2.6703  0.2053
60 H -0.0258 -3.4513 3.6455  0.1619
61 H 0.2031 -4.0335 1.9745  0.1915

Computed properties:
Calculated total energy: -46235.2313 eV
Total charge: 0
Lowest unoccupied orbital energy: 0.37 eV
SMILES: COCCOc1ccc(C(F)(F)F)cc1NC(=O)COC(=O)[C@@]12C[C@@H]3C[C@@H](C[C@@](O)(C3)C1)C2
Spin multiplicity: 1

DFT (wB97M-V/def2-TZVPD) results for one molecule with the formula C5H9NSi at a distorted geometry.

Last column: natural (NBO) charge in e.
Element x y z (Å)
1 C 0.5149 1.9262 0.1386  -0.3007
2 C -0.8046 1.9814 -0.3976  -0.2330
3 C 1.0360 0.7693 0.6352  -0.4435
4 C -0.9064 -0.2985 -0.0093  0.2621
5 C -1.3132 -1.6659 0.0732  -0.7151
6 N -1.5011 0.7770 -0.3797  -0.4861
7 Si 2.2469 -0.6610 0.3638  0.8642
8 H 1.1306 2.8164 0.2386  0.2380
9 H -1.0604 2.8759 -0.8336  0.2112
10 H -0.4662 -2.3153 -0.2167  0.2525
11 H -1.7141 -2.0054 1.0303  0.2456
12 H -2.1964 -1.7934 -0.6860  0.2020
13 H -2.5428 0.7193 -0.5295  0.4048
14 H 2.3909 -1.2341 -1.1654  -0.1793
15 H 1.5529 -1.6785 1.1266  -0.1625
16 H 3.6331 -0.2135 0.6113  -0.1601

Computed properties:
Calculated total energy: -14692.8041 eV
Total charge: 0
Lowest unoccupied orbital energy: 0.57 eV
Spin multiplicity: 1

DFT (wB97M-V/def2-TZVPD) results for a 4-piece molecular cluster, C33H85BN12O11P4 overall at a distorted geometry.

Last column: Mulliken charge in e.
Element x y z (Å)
1 C -2.4533 0.4122 2.3374  -1.3187
2 C -3.5542 -0.3180 1.5044  -0.8665
3 C -3.3111 -0.1651 -0.0105  0.0120
4 O -3.2648 -1.5832 -0.4529  -0.5896
5 C -4.5766 -1.7912 -0.8269  -0.5527
6 O -5.3450 -2.6084 -0.4038  -0.6156
7 C -4.7372 -0.6524 -1.8671  1.6192
8 C -6.1440 -0.8867 -2.4032  -2.3963
9 O -6.5817 0.0995 -3.3640  -0.2818
10 N -7.5595 -0.5305 -4.1960  -0.0113
11 O -7.0871 -0.8006 -5.2224  -0.1798
12 B -3.5669 -1.1325 -2.8575  0.8561
13 O -3.8636 -2.2523 -3.6548  -0.9814
14 N -2.2598 -0.4904 -2.9992  0.0392
15 C -1.2472 -1.5635 -2.8985  -1.2630
16 C -2.0903 0.1631 -4.3184  -1.0653
17 C -4.4264 0.5650 -0.8908  3.3970
18 C -5.7672 0.9549 -0.2448  -2.3066
19 C -5.8316 1.9917 0.9119  -2.3204
20 C -4.5332 2.6186 1.4513  0.6886
21 C -4.6272 4.1512 1.6571  -1.0602
22 C -3.3228 4.8354 1.2368  -0.5209
23 O -2.4342 4.8778 2.3348  -0.4124
24 C -1.0885 4.6707 1.9612  -0.4011
25 P -3.8703 1.9780 -1.9379  0.5156
26 N -4.3593 1.8415 -3.4030  -0.5686
27 O -2.2895 2.1379 -1.7631  -0.5313
28 O -4.4753 3.3836 -1.3690  -0.5684
29 H -1.6947 -0.2881 2.6740  0.3215
30 H -1.9597 1.1242 1.6756  0.1644
31 H -2.8769 0.9916 3.1507  0.3172
32 H -3.4479 -1.3633 1.7739  0.8136
33 H -4.5561 -0.0286 1.8118  0.2136
34 H -2.3159 0.1840 -0.2657  0.7942
35 H -6.9060 -0.9899 -1.6310  0.5374
36 H -6.1240 -1.8524 -2.9113  0.8262
37 H -4.3046 -1.8925 -4.4357  0.0909
38 H -1.4591 -2.2378 -2.0682  0.3625
39 H -0.2563 -1.1442 -2.7194  0.3415
40 H -1.2190 -2.1865 -3.7958  0.3769
41 H -1.5037 -0.4516 -5.0090  0.4095
42 H -3.0407 0.3775 -4.7962  0.2181
43 H -1.5102 1.0737 -4.1700  0.1871
44 H -6.4051 1.3252 -1.0506  0.5571
45 H -6.2584 0.0424 0.0915  0.7258
46 H -6.3503 1.5296 1.7524  0.2562
47 H -6.4901 2.8058 0.6073  0.6614
48 H -4.3515 2.2057 2.4385  0.7719
49 H -3.6571 2.4322 0.8351  -0.3480
50 H -4.7771 4.4016 2.7055  0.4524
51 H -5.4164 4.5929 1.0487  0.3707
52 H -2.8804 4.3402 0.3705  0.2439
53 H -3.5705 5.8561 0.9132  0.4179
54 H -0.6533 5.5662 1.5060  0.3266
55 H -0.5311 4.4654 2.8746  0.1054
56 H -0.9578 3.8040 1.3067  0.1437
57 H -4.9617 2.6058 -3.6729  0.2144
58 H -2.0907 3.0545 -2.0057  0.4040
59 H -5.3966 3.4597 -1.6334  0.3818
60 O -1.4129 -1.8937 -8.4983  -0.9057
61 P -2.8236 -1.4798 -8.8458  0.8542
62 N -3.5572 -3.0287 -9.0818  0.1911
63 C -3.0864 -3.8984 -10.1464  -1.0498
64 C -3.6339 -3.7703 -7.8291  -0.9782
65 N -2.5016 -0.6189 -10.2882  0.2159
66 C -3.0628 -0.9396 -11.5778  -1.0720
67 C -1.1727 -0.0376 -10.4262  -0.9738
68 N -4.3945 -0.6626 -8.7272  0.1507
69 C -4.4007 0.3415 -7.6520  -1.2684
70 C -5.6830 -1.3411 -8.7589  -0.8437
71 H -3.6338 -4.8431 -10.1171  0.3713
72 H -2.0146 -4.1230 -10.0744  0.2979
73 H -3.2880 -3.4715 -11.1272  0.2831
74 H -4.0226 -3.1304 -7.0278  0.1039
75 H -2.6542 -4.1448 -7.5107  0.3368
76 H -4.3222 -4.6127 -7.9275  0.3525
77 H -2.4756 -1.7083 -12.0968  0.3637
78 H -3.0818 -0.0501 -12.2150  0.3588
79 H -4.0968 -1.2790 -11.5006  0.2283
80 H -0.4335 -0.7736 -10.7688  0.2813
81 H -0.8270 0.3700 -9.4798  0.2886
82 H -1.2002 0.7863 -11.1434  0.3563
83 H -4.4241 -0.1326 -6.6647  0.4263
84 H -5.2585 1.0088 -7.7385  0.4350
85 H -3.5020 0.9642 -7.7102  0.3152
86 H -5.8634 -1.9553 -7.8692  0.2326
87 H -5.7860 -1.9628 -9.6426  0.2799
88 H -6.4774 -0.5914 -8.8130  0.3953
89 O 1.6228 2.9439 4.3770  -0.8735
90 P 2.4015 2.3473 5.5267  0.6082
91 N 3.0362 0.9238 4.7787  0.3395
92 C 2.1333 -0.1024 4.2881  -1.0980
93 C 4.0148 1.2555 3.7510  -0.9627
94 N 1.1008 2.0458 6.5977  0.2637
95 C 0.7509 0.7477 7.1201  -1.0149
96 C -0.0813 2.8853 6.4522  -0.8553
97 N 3.5364 2.2304 6.8850  0.2020
98 C 4.0781 3.5442 7.2691  -1.0455
99 C 4.5839 1.2204 6.9745  -1.0376
100 H 2.7101 -0.9008 3.8160  0.3259
101 H 1.4101 0.2771 3.5536  0.3084
102 H 1.5874 -0.5754 5.1022  0.2850
103 H 4.7247 2.0021 4.1257  0.3584
104 H 3.5422 1.6647 2.8494  0.2671
105 H 4.5955 0.3706 3.4827  0.1163
106 H 0.0988 0.1946 6.4313  0.3201
107 H 0.2171 0.8524 8.0699  0.3623
108 H 1.6325 0.1416 7.3332  0.2460
109 H -0.7402 2.5352 5.6459  0.1618
110 H 0.1966 3.9137 6.2359  0.2908
111 H -0.6494 2.8927 7.3855  0.3412
112 H 4.8018 3.9183 6.5368  0.3365
113 H 4.5634 3.4944 8.2444  0.3597
114 H 3.2662 4.2745 7.3471  0.3202
115 H 5.3766 1.3527 6.2311  0.3047
116 H 4.1821 0.2176 6.8771  0.1808
117 H 5.0436 1.2751 7.9666  0.5908
118 O 6.7523 -0.9736 5.1265  -0.7161
119 P 8.1307 -1.5538 4.9102  0.5397
120 N 7.7267 -3.0352 4.1145  0.1383
121 C 6.9349 -4.0378 4.8082  -0.8794
122 C 7.1663 -2.7873 2.7919  -1.1308
123 N 8.5967 -1.7464 6.5442  0.2404
124 C 8.9645 -3.0025 7.1526  -1.0731
125 C 7.9704 -0.8595 7.5160  -0.9796
126 N 9.8350 -1.6584 4.4253  0.1053
127 C 10.3704 -0.3506 4.0088  -1.0401
128 C 10.3778 -2.7038 3.5675  -0.9215
129 H 6.7446 -4.8806 4.1405  0.3775
130 H 5.9677 -3.6542 5.1572  0.1926
131 H 7.4731 -4.4516 5.6585  0.2478
132 H 7.7778 -2.0585 2.2471  0.3538
133 H 6.1442 -2.3933 2.8445  0.2678
134 H 7.1629 -3.7063 2.2021  0.3589
135 H 8.0851 -3.5545 7.5078  0.3725
136 H 9.6178 -2.8298 8.0132  0.3479
137 H 9.5270 -3.6390 6.4684  0.2539
138 H 6.9756 -1.2146 7.8179  0.2799
139 H 7.8610 0.1442 7.1121  0.2743
140 H 8.5967 -0.7832 8.4078  0.4009
141 H 9.9860 -0.0439 3.0304  0.3327
142 H 11.4595 -0.3727 3.9641  0.3752
143 H 10.0909 0.4161 4.7384  0.3138
144 H 10.0262 -2.6457 2.5312  0.2990
145 H 10.1557 -3.6915 3.9579  0.2621
146 H 11.4671 -2.6061 3.5574  0.4022

Computed properties:
Calculated total energy: -113829.3587 eV
Total charge: 0
Lowest unoccupied orbital energy: -0.18 eV
SMILES: CC[C@H]1OC(=O)[C@](CON=O)(B(O)N(C)C)[C@]1(CCCCCOC)P(=N)(O)O.CN(C)P(=O)(N(C)C)N(C)C.CN(C)P(=O)(N(C)C)N(C)C.CN(C)P(=O)(N(C)C)N(C)C
Spin multiplicity: 1

DFT (wB97M-V/def2-TZVPD) results for one molecule with the formula C8H11N at a distorted geometry.

Last column: natural (NBO) charge in e.
Element x y z (Å)
1 C 2.7409 -0.4444 -0.1480  -0.6071
2 C 1.3257 -0.0806 -0.4781  -0.2001
3 C 0.4892 0.6951 0.5033  -0.2905
4 C -0.5716 1.6134 -0.0353  -0.1809
5 C -1.8712 1.2803 -0.2906  -0.1977
6 C -2.0923 -0.0840 0.2732  -0.1167
7 C -1.1084 -0.9483 -0.3176  -0.1151
8 C 0.1977 -0.7866 0.2931  -0.2237
9 H 2.7203 -0.7800 0.8890  0.2056
10 H 3.2075 -1.2518 -0.8023  0.2173
11 H 3.4688 0.3832 -0.2249  0.2130
12 H 1.0789 0.2085 -1.5375  0.2206
13 H 0.9161 0.9708 1.4575  0.2260
14 H -0.2343 2.6038 -0.2705  0.2026
15 H -2.4978 2.0381 -0.7677  0.2240
16 H -2.0004 -0.0305 1.3843  0.1837
17 H -2.7144 -1.9069 0.5429  0.3463
18 H -1.0401 -0.6578 -1.3445  0.1912
19 H 0.5435 -1.4693 1.1316  0.2228
20 N -2.5580 -1.3531 -0.2579  -0.5213

Computed properties:
Calculated total energy: -9959.8414 eV
Total charge: 0
Lowest unoccupied orbital energy: 1.11 eV
SMILES: C[C@@H]1[C@H]2C=C[C@H]3N[C@@H]3[C@@H]12
Spin multiplicity: 1

DFT (wB97M-V/def2-TZVPD) results for one molecule with the formula C5H13NO at a distorted geometry.

Last column: natural (NBO) charge in e.
Element x y z (Å)
1 C -0.8864 1.2641 1.0709  -0.2130
2 N -0.1349 0.5658 0.0436  -0.6579
3 C 1.0157 -0.1706 0.5254  -0.2153
4 C 1.7591 -0.8252 -0.6282  -0.4334
5 C 1.0122 -2.0239 -1.2470  -0.0505
6 O -0.3728 -1.8614 -1.4762  -0.7476
7 C -2.2606 1.7072 0.6023  -0.6175
8 H -1.0100 0.6707 1.9717  0.1931
9 H -0.2875 2.1237 1.4272  0.1617
10 H 0.0668 1.1516 -0.7544  0.3663
11 H 1.6144 0.5253 1.1406  0.1667
12 H 0.6841 -0.9356 1.2289  0.1905
13 H 1.9916 -0.0768 -1.3958  0.1943
14 H 2.6776 -1.2440 -0.2449  0.2193
15 H 1.0859 -2.8676 -0.5437  0.1499
16 H 1.5795 -2.3320 -2.1307  0.1666
17 H -0.6434 -1.0124 -1.0742  0.4906
18 H -2.7163 0.9509 -0.0287  0.2164
19 H -2.9150 1.7473 1.4644  0.2142
20 H -2.2601 2.6430 0.0488  0.2055

Computed properties:
Calculated total energy: -8932.9209 eV
Total charge: 0
Lowest unoccupied orbital energy: 1.04 eV
SMILES: CCNCCCO
Spin multiplicity: 1